Here is a structure of composition Cl5O20Sr in a non-equilibrium geometry from the Open Molecules 2025 dataset. Energies are from the ωB97M-V functional and the def2-TZVPD basis.

Cartesian coordinates (Å):
Sr: -0.228 -0.055 0.249
Cl: 2.286 -3.221 0.278
O: 3.588 -2.851 -0.150
O: 1.292 -2.103 0.347
O: 1.911 -4.112 -0.811
O: 2.151 -3.940 1.456
Cl: -0.543 -1.407 -3.482
O: -1.136 -0.469 -2.537
O: -1.116 -2.522 -2.717
O: -1.151 -1.480 -4.757
O: 0.872 -1.319 -3.592
Cl: 0.046 4.021 0.916
O: -0.987 4.850 0.543
O: 1.054 4.251 -0.052
O: 0.528 4.471 2.140
O: -0.433 2.611 1.067
Cl: 2.874 0.222 2.776
O: 3.478 1.360 3.290
O: 3.831 -0.325 1.867
O: 2.817 -0.691 3.804
O: 1.551 0.665 2.225
Cl: -4.469 0.408 -0.510
O: -4.668 1.570 -1.284
O: -5.523 0.312 0.409
O: -4.883 -0.676 -1.472
O: -3.142 0.429 -0.001

**Orbital gap**: 8.22 eV
**Net charge**: -3
**HOMO level**: -1.6 eV
**Strongest force on any atom**: 0.1506 Eh/bohr
**Energy above the lowest of the compared OMol25 structures with the same formula, charge and spin**: 85.5 kcal per mole


Here is the molecule Cl6Si3 in a non-equilibrium geometry from the Open Molecules 2025 dataset. Energies are from the ωB97M-V functional and the def2-TZVPD basis.

Cartesian coordinates (Å):
Si: -1.865 0.259 -0.207
Si: 2.885 0.049 -0.241
Si: 0.673 -0.590 -0.194
Cl: -1.553 2.272 -0.464
Cl: -2.442 -0.002 1.734
Cl: 3.057 2.049 -0.475
Cl: 0.675 -1.896 -1.816
Cl: -3.651 -0.099 -1.268
Cl: 0.665 -1.812 1.479

**Orbital gap**: 7.06 eV
**HOMO level**: -9.0 eV
**Strongest force on any atom**: 0.0671 Eh/bohr
**Energy above the lowest of the compared OMol25 structures with the same formula, charge and spin**: 13.8 kcal per mole


Here is a structure of composition Cl7O28Pb in a non-equilibrium geometry from the Open Molecules 2025 dataset. Energies are from the ωB97M-V functional and the def2-TZVPD basis.

Cartesian coordinates (Å):
Pb: 0.460 0.249 0.452
Cl: -0.793 -1.012 4.081
O: -2.169 -0.706 4.067
O: -0.188 -0.574 5.321
O: -0.576 -2.415 3.914
O: -0.095 -0.357 2.997
Cl: -0.631 -0.445 -3.220
O: -0.956 0.369 -2.075
O: 0.238 0.274 -4.095
O: 0.012 -1.669 -2.813
O: -1.863 -0.781 -3.891
Cl: 3.676 0.944 -2.092
O: 3.429 1.154 -3.502
O: 4.539 -0.166 -1.881
O: 4.373 2.124 -1.608
O: 2.424 0.701 -1.429
Cl: -2.756 -2.616 0.021
O: -3.549 -2.042 -1.026
O: -2.519 -3.995 -0.381
O: -1.495 -1.916 0.077
O: -3.387 -2.469 1.289
Cl: 1.000 4.275 -1.098
O: -0.178 5.115 -1.231
O: 1.654 4.061 -2.349
O: 1.891 4.985 -0.160
O: 0.612 3.034 -0.455
Cl: -3.606 1.900 0.745
O: -2.174 1.643 0.625
O: -4.323 1.416 -0.393
O: -4.086 1.208 1.916
O: -3.886 3.323 0.877
Cl: 2.969 -3.108 1.452
O: 4.278 -2.653 1.855
O: 2.377 -3.663 2.641
O: 2.191 -2.028 0.893
O: 3.105 -4.161 0.477

**Orbital gap**: 7.57 eV
**Net charge**: -5
**HOMO level**: 2.7 eV
**Strongest force on any atom**: 0.0482 Eh/bohr
**Energy above the lowest of the compared OMol25 structures with the same formula, charge and spin**: 0.0 kcal per mole


Here is a structure of composition Cl9Cu2O36 in a non-equilibrium geometry from the Open Molecules 2025 dataset. Energies are from the ωB97M-V functional and the def2-TZVPD basis.

Cartesian coordinates (Å):
Cu: 3.457 17.501 13.924
Cu: 2.816 13.057 15.759
Cl: 3.700 18.427 9.806
O: 2.836 19.534 10.135
O: 5.030 18.869 9.787
O: 3.500 17.312 10.643
O: 3.497 18.101 8.441
Cl: 6.186 13.224 17.394
O: 5.504 12.064 16.792
O: 5.358 14.508 17.343
O: 6.532 12.776 18.757
O: 7.315 13.372 16.700
Cl: 2.236 20.741 18.237
O: 2.771 19.512 18.680
O: 1.149 21.125 19.149
O: 3.239 21.746 18.340
O: 1.710 20.726 16.872
Cl: 0.675 16.877 14.733
O: 1.786 16.974 15.611
O: 1.106 16.623 13.312
O: -0.095 15.804 15.149
O: -0.161 17.962 14.965
Cl: 6.660 18.521 16.735
O: 6.884 17.713 17.948
O: 7.927 18.896 16.324
O: 6.086 17.829 15.642
O: 6.008 19.743 17.094
Cl: 4.220 13.696 12.475
O: 3.714 14.782 13.225
O: 4.586 12.711 13.475
O: 3.165 13.025 11.734
O: 5.396 14.167 11.790
Cl: 0.007 22.282 12.971
O: 1.033 22.539 12.010
O: 0.412 22.978 14.129
O: -1.321 22.583 12.561
O: 0.096 21.025 13.647
Cl: 8.521 16.423 12.683
O: 7.247 16.326 13.295
O: 8.636 17.363 11.581
O: 9.411 16.949 13.749
O: 8.962 15.063 12.323
Cl: 4.861 21.023 13.393
O: 5.387 21.810 14.448
O: 5.978 20.217 12.921
O: 3.941 20.287 14.086
O: 4.105 21.769 12.494

**Orbital gap**: 2.24 eV
**Net charge**: -7
**HOMO level**: 8.1 eV
**Strongest force on any atom**: 0.1498 Eh/bohr


Here is a cluster of 2 separate species, ClFH2 in total from the Open Molecules 2025 dataset. Energies are from the ωB97M-V functional and the def2-TZVPD basis.

Cartesian coordinates (Å):
Cl: -0.967 0.006 -0.249
H: -2.030 -0.478 0.281
F: 1.751 -0.098 -0.219
H: 1.247 0.571 0.187

**Orbital gap**: 12.80 eV
**HOMO level**: -12.0 eV
**Strongest force on any atom**: 0.0129 Eh/bohr
**Energy above the lowest of the compared OMol25 structures with the same formula, charge and spin**: 5.2 kcal per mole


Here is a structure of composition ClFN2O3 in a non-equilibrium geometry from the Open Molecules 2025 dataset. Energies are from the ωB97M-V functional and the def2-TZVPD basis.

Cartesian coordinates (Å):
N: -1.789 0.682 1.458
N: 0.445 -0.132 -1.146
O: 1.600 -0.133 -1.336
O: -0.448 0.540 -1.132
O: -0.890 0.042 1.792
F: 0.085 -1.703 -1.090
Cl: 0.996 0.704 1.453

**Orbital gap (spin up / spin down)**: 8.98 / 8.46 eV
**HOMO level (spin up / spin down)**: -10.8 / -10.6 eV
**Strongest force on any atom**: 0.1338 Eh/bohr
**Energy above the lowest of the compared OMol25 structures with the same formula, charge and spin**: 45.7 kcal per mole


Here is a structure of composition ClH10O5 in a non-equilibrium geometry from the Open Molecules 2025 dataset. Energies are from the ωB97M-V functional and the def2-TZVPD basis.

Cartesian coordinates (Å):
Cl: 0.013 -0.173 -0.441
O: 1.058 1.928 0.184
H: 0.542 1.128 0.086
H: 0.577 2.447 0.828
O: -2.116 0.533 -1.950
H: -2.583 1.162 -1.400
H: -1.281 0.397 -1.503
O: 1.870 -1.737 -1.331
H: 2.180 -1.191 -2.053
H: 1.203 -1.206 -0.897
O: -1.515 -1.543 1.384
H: -1.005 -1.025 0.762
H: -2.388 -1.595 0.995
O: 1.057 0.397 2.143
H: 1.825 0.656 1.634
H: 0.565 -0.179 1.558

**Orbital gap**: 9.91 eV
**Net charge**: -1
**HOMO level**: -6.1 eV
**Strongest force on any atom**: 0.0930 Eh/bohr
**Energy above the lowest of the compared OMol25 structures with the same formula, charge and spin**: 70.3 kcal per mole


Here is a structure of composition ClH10O5Zn in a non-equilibrium geometry from the Open Molecules 2025 dataset. Energies are from the ωB97M-V functional and the def2-TZVPD basis.

Cartesian coordinates (Å):
Zn: -0.886 -2.629 0.285
Cl: -0.695 -0.479 -0.035
O: -0.308 0.279 3.275
H: 0.639 0.253 3.452
H: -0.370 0.375 2.322
O: 2.526 0.279 1.425
H: 2.641 1.148 1.824
H: 2.016 0.443 0.626
O: -0.275 -3.244 -1.519
H: 0.339 -2.675 -2.010
H: -0.202 -4.130 -1.904
O: 1.053 1.689 -2.675
H: 0.591 1.438 -3.481
H: 0.829 1.017 -2.028
O: -2.739 2.307 0.443
H: -2.189 1.522 0.485
H: -2.971 2.408 -0.485

**Orbital gap**: 5.87 eV
**Net charge**: +1
**HOMO level**: -13.9 eV
**Strongest force on any atom**: 0.0320 Eh/bohr
**Energy above the lowest of the compared OMol25 structures with the same formula, charge and spin**: 102.8 kcal per mole


Here is a cluster of 13 separate species, ClH24O16 in total in a non-equilibrium geometry from the Open Molecules 2025 dataset. Energies are from the ωB97M-V functional and the def2-TZVPD basis.

Cartesian coordinates (Å):
Cl: 6.532 -22.032 -25.071
O: 7.851 -22.538 -25.604
O: 6.044 -22.935 -23.999
O: 6.610 -20.596 -24.631
O: 5.485 -22.074 -26.199
O: 6.774 -24.667 -22.247
H: 6.710 -23.967 -22.925
H: 7.637 -24.984 -22.542
O: 9.262 -19.522 -25.245
H: 8.617 -19.894 -25.857
H: 8.917 -18.881 -24.665
O: 4.808 -19.444 -26.715
H: 5.295 -20.277 -26.513
H: 3.856 -19.613 -26.776
O: 4.374 -18.623 -24.277
H: 4.527 -18.860 -25.206
H: 4.839 -17.729 -24.262
O: 9.279 -23.620 -23.177
H: 9.041 -23.320 -24.059
H: 8.771 -23.037 -22.617
O: 5.391 -23.016 -20.336
H: 5.960 -23.274 -19.598
H: 5.849 -23.443 -21.071
O: 7.778 -21.840 -21.738
H: 6.906 -21.542 -21.919
H: 8.315 -21.149 -21.444
O: 7.254 -17.311 -24.980
H: 7.657 -16.747 -25.636
H: 7.302 -18.188 -25.330
O: 7.094 -18.723 -22.687
H: 7.180 -19.621 -22.955
H: 7.056 -18.237 -23.502
O: 3.732 -24.735 -23.301
H: 3.407 -23.954 -23.660
H: 4.680 -24.747 -23.377
O: 4.651 -20.877 -22.294
H: 4.097 -21.660 -22.234
H: 4.964 -20.780 -23.181
O: 3.060 -22.627 -24.815
H: 4.002 -22.598 -25.028
H: 2.981 -21.693 -24.643

**Orbital gap**: 10.02 eV
**Net charge**: -1
**HOMO level**: -7.7 eV
**Strongest force on any atom**: 0.0673 Eh/bohr
**Energy above the lowest of the compared OMol25 structures with the same formula, charge and spin**: 32.0 kcal per mole


Here is a structure of composition ClH2N2O in a non-equilibrium geometry from the Open Molecules 2025 dataset. Energies are from the ωB97M-V functional and the def2-TZVPD basis.

Cartesian coordinates (Å):
N: 0.441 -0.538 0.242
N: -1.344 -0.673 0.662
O: -1.894 -1.282 -0.187
Cl: 1.483 2.549 -0.476
H: 0.751 0.397 0.513
H: 0.563 -0.454 -0.753

**Orbital gap (spin up / spin down)**: 7.03 / 7.03 eV
**Net charge**: -1
**HOMO level (spin up / spin down)**: -4.0 / -4.0 eV
**Strongest force on any atom**: 0.0830 Eh/bohr
**Energy above the lowest of the compared OMol25 structures with the same formula, charge and spin**: 100.1 kcal per mole